*a*
Below is a structure of composition C4H7F, with properties calculated with ωB97M-V/def2-TZVPD.

Properties
E_LUMO: 1.044 eV
orbital gap: 10.911 eV

Structure (ORCA input):
```
! RIJCOSX wB97M-V def2-TZVPD def2/J DEFGRID3
* xyz 0 1
C -1.227 -0.845 -0.151
C -0.163 0.150 0.369
C 0.509 1.086 -0.501
C 1.371 0.063 0.326
H -2.286 -0.370 0.189
H -1.201 -1.049 -1.484
H -0.759 -1.707 0.626
H -0.553 0.365 1.396
H 0.047 0.714 -1.444
H 0.602 2.169 -0.447
H 1.745 0.470 1.417
F 1.913 -1.044 -0.296
*
```

---

*b*
Below is an isolated molecule of C4H7F, with properties calculated with ωB97M-V/def2-TZVPD.

Properties
E_LUMO: 1.161 eV
orbital gap: 11.616 eV

Structure (ORCA input):
```
! RIJCOSX wB97M-V def2-TZVPD def2/J DEFGRID3
* xyz 0 1
C -1.373 -0.515 0.154
C -0.118 0.027 -0.468
C 0.764 1.036 0.199
C 1.285 -0.397 -0.255
H -1.567 -1.509 -0.084
H -1.262 -0.679 1.327
H -0.327 0.103 -1.504
H 1.043 2.056 -0.392
H 0.377 1.015 1.234
H 2.197 -0.791 -0.664
H 1.225 -0.875 0.703
F -2.245 0.530 -0.250
*
```

---

The winner here is *b*, beating the second structure by 102.8 kJ/mol.

---

*a*
Below is a cluster of 2 separate species, C11H13N2 in total, with properties calculated with ωB97M-V/def2-TZVPD.

Properties
E_LUMO: -5.044 eV
orbital gap: 6.205 eV

Structure (ORCA input):
```
! RIJCOSX wB97M-V def2-TZVPD def2/J DEFGRID3
* xyz 1 1
C -0.531 -0.082 -1.274
C -1.127 -1.334 -1.407
C -2.487 -1.642 -1.467
C -3.582 -0.782 -1.469
C -3.584 0.611 -1.465
C -2.490 1.474 -1.459
C -1.131 1.167 -1.392
H 0.547 -0.073 -1.062
H -0.444 -2.189 -1.453
H -2.727 -2.710 -1.515
H -4.567 -1.263 -1.499
H -4.570 1.091 -1.492
H -2.731 2.542 -1.506
H -0.449 2.024 -1.421
C 3.589 0.123 0.142
C 2.532 0.117 1.155
N 1.221 0.253 1.072
C 0.747 0.211 2.380
C 1.804 0.026 3.253
N 2.927 -0.034 2.455
H 3.176 0.288 -0.854
H 4.312 0.915 0.395
H 4.123 -0.838 0.183
H -0.294 0.326 2.640
H 1.836 -0.065 4.326
H 3.898 -0.154 2.736
*
```

---

*b*
Below is a cluster of 2 separate species, C11H13N2 in total, with properties calculated with ωB97M-V/def2-TZVPD.

Properties
E_LUMO (alpha / beta): -3.681 / -3.682 eV
orbital gap (alpha / beta): 7.423 / 7.424 eV

Structure (ORCA input):
```
! RIJCOSX wB97M-V def2-TZVPD def2/J DEFGRID3
* xyz 1 1
C -2.300 -1.697 1.035
C -3.206 -1.063 0.106
C -1.038 -1.255 1.228
C -2.894 0.189 -0.439
C -0.686 -0.004 0.652
C -1.554 0.610 -0.216
C -0.081 2.449 -0.584
C 1.751 -1.042 -1.642
C 2.186 -0.639 -0.469
C 0.673 0.589 0.773
C 3.289 -0.709 0.420
N -1.236 1.873 -0.773
N 0.888 1.786 0.072
H -2.603 -2.637 1.509
H -4.244 -1.367 0.027
H -0.257 -1.657 1.859
H -3.627 0.845 -0.809
H 0.272 3.354 -1.200
H 2.194 -1.782 -2.167
H 0.645 -0.794 -1.958
H 1.113 0.539 1.713
H 3.623 -1.828 0.675
H 4.183 -0.244 -0.069
H 3.168 -0.088 1.293
H -1.962 2.205 -1.374
H 1.706 2.365 0.338
*
```

---

The winner here is *a*, beating the second structure by 248.6 kJ/mol.